No. 1
The following is a quantum chemistry calculation of a gas-phase ion, C4H10NO (charge +1) in a non-equilibrium geometry, from the Open Molecules 2025 dataset.

Last column: Löwdin charge in e.
Cartesian coordinates (Å):
1 C -2.125 -0.876 0.183  -0.02
2 C -1.350 0.403 0.265  0.00
3 N -0.088 0.376 -0.014  -0.10
4 C 0.795 1.554 0.052  0.06
5 O 0.361 -0.825 -0.523  -0.08
6 C 1.699 -1.142 -0.392  -0.07
7 H -2.429 -1.024 -0.928  0.14
8 H -3.168 -0.855 0.816  0.16
9 H -1.542 -1.692 0.421  0.05
10 H -1.811 1.364 0.581  0.17
11 H 0.747 1.944 -0.904  0.09
12 H 1.812 1.260 0.358  0.11
13 H 0.372 2.219 0.804  0.12
14 H 1.806 -2.142 -0.611  0.07
15 H 2.215 -1.154 0.716  0.16
16 H 2.341 -0.338 -0.871  0.11

Output
- total energy (eV) = -7837.7205
- net charge = +1
- structure (SMILES) = C/C=[N+](/C)OC
- largest force on an atom (Eh/bohr) = 0.12236
- E_LUMO (Eh) = -0.16271
- energy relative to the best compared isomer or geometry (same formula, charge and spin) (eV) = 3.597


No. 2
The following is a quantum chemistry calculation of a molecular structure, C15H19AsN11OS3Tc in a non-equilibrium geometry, from the Open Molecules 2025 dataset.

Last column: Löwdin charge in e.
Cartesian coordinates (Å):
1 Tc 0.811 -0.374 0.414  0.84
2 N 2.357 -1.472 4.283  0.09
3 C 1.787 -0.893 3.214  -0.84
4 S 2.694 -0.929 1.708  0.59
5 N 0.606 -0.369 3.373  -0.01
6 N 0.089 0.244 2.227  -0.21
7 C -0.940 0.942 2.556  -0.10
8 C -1.592 2.045 1.854  -0.24
9 C -2.631 2.669 2.544  0.00
10 C -3.182 3.840 2.068  -0.02
11 C -2.656 4.408 0.919  -0.03
12 C -1.650 3.727 0.271  -0.14
13 N -1.161 2.558 0.699  -0.10
14 H 3.297 -1.816 4.227  0.09
15 H 1.908 -1.398 5.181  0.11
16 H -1.267 0.805 3.580  0.12
17 H -2.980 2.225 3.467  0.12
18 H -4.000 4.314 2.593  0.12
19 H -3.028 5.340 0.519  0.12
20 H -1.212 4.104 -0.647  0.12
21 S 0.024 1.678 -0.911  0.73
22 C -1.494 1.339 -1.792  -0.57
23 C -2.831 1.429 -1.303  -0.23
24 N -3.911 1.504 -0.909  0.20
25 C -1.076 0.988 -3.015  -0.68
26 S 0.643 1.066 -3.002  0.71
27 C -1.898 0.622 -4.132  -0.20
28 N -2.556 0.328 -5.025  0.20
29 N -4.292 -1.328 0.852  0.16
30 N -2.991 -1.741 0.642  -0.26
31 N -2.596 -2.967 0.891  0.15
32 C -1.290 -2.872 0.647  -0.15
33 N -0.950 -1.641 0.267  -0.09
34 N -2.072 -0.919 0.281  0.09
35 H -4.908 -2.124 0.752  0.11
36 H -4.501 -0.536 0.253  0.07
37 H -0.605 -3.698 0.722  0.12
38 C 4.041 0.180 -1.693  -0.20
39 As 3.077 -1.450 -1.942  0.96
40 C 4.129 -2.841 -1.170  -0.20
41 C 2.927 -1.854 -3.794  -0.19
42 O 1.543 -1.438 -1.252  -0.71
43 H 5.049 0.054 -2.090  0.05
44 H 4.092 0.385 -0.626  0.02
45 H 3.546 1.001 -2.210  0.03
46 H 5.065 -2.933 -1.720  0.05
47 H 3.565 -3.769 -1.239  0.05
48 H 4.331 -2.610 -0.126  0.01
49 H 3.916 -2.082 -4.189  0.05
50 H 2.492 -1.014 -4.329  0.02
51 H 2.280 -2.724 -3.887  0.05

Output
- ⟨S²⟩ = 0.89
- total energy (eV) = -129834.7861
- net charge = +1
- largest force on an atom (Eh/bohr) = 0.03251
- E_LUMO (alpha / beta) (Eh) = -0.12891 / -0.12002
- 2S+1 = 2
- energy relative to the best compared isomer or geometry (same formula, charge and spin) (eV) = 2.409


No. 3
The following is a quantum chemistry calculation of a molecular structure, C3HF5O2RhS4, from the Open Molecules 2025 dataset.

Last column: Löwdin charge in e.
Cartesian coordinates (Å):
1 Rh -0.182 -0.388 -0.208  0.50
2 S 0.046 -0.422 2.121  0.06
3 S -1.156 -1.845 2.911  -0.08
4 S -1.879 -3.067 1.422  -0.09
5 S -1.809 -2.106 -0.348  0.02
6 F 4.709 -0.609 -0.517  0.14
7 C 3.848 -1.101 -1.424  -0.55
8 F 4.149 -0.526 -2.607  0.13
9 F 4.110 -2.409 -1.547  0.13
10 C 2.379 -0.807 -1.031  -0.63
11 O 1.587 -1.770 -0.997  -0.06
12 O 2.110 0.379 -0.790  -0.03
13 F -0.307 2.608 -0.013  -0.07
14 C -0.916 1.556 -0.657  -0.45
15 F -2.269 1.681 -0.367  -0.10
16 H -0.815 1.755 -1.735  0.08

Output
- ⟨S²⟩ = 6.02
- total energy (eV) = -67160.7671
- net charge = -1
- largest force on an atom (Eh/bohr) = 0.00789
- E_LUMO (alpha / beta) (Eh) = 0.10514 / 0.04265
- 2S+1 = 5
- energy relative to the best compared isomer or geometry (same formula, charge and spin) (eV) = 0.150